The following is a quantum chemistry calculation of a cluster of 6 separate species, C12H38N4O9 in total in a non-equilibrium geometry, from the OMol25 dataset.

Last column: Löwdin charge in e.
Geometry (Å):
H1 1.54078 3.92806 -2.93873  0.0656
H2 -4.38192 0.64953 3.97067  0.0880
N1 1.20938 -0.28202 0.97898  0.3619
C1 -5.35716 -1.01915 -0.71173  -0.1067
H3 1.41739 -2.13574 6.53314  0.1239
O1 2.92441 -0.21495 5.45575  -0.0525
C2 -3.41723 0.27713 3.62600  -0.1290
N2 -0.82514 -5.95995 2.12590  -0.7087
O2 2.28460 -1.17777 8.17151  -0.0444
H4 -3.20333 -0.69686 4.06610  0.0918
C3 -4.54852 -0.26702 1.57562  -0.1818
H5 4.34191 -3.83490 -1.43678  0.0839
H6 -2.86678 4.21683 -4.48724  0.0792
H7 -1.29356 5.48160 -2.52688  0.0757
H8 2.72005 0.38642 6.17561  0.0933
O3 -0.77000 -7.19110 2.13567  -0.0814
H9 -3.13857 5.30879 -5.89028  0.0863
H10 1.74760 -1.09355 0.71096  0.1593
H11 -5.68796 -2.01225 -0.40773  0.0976
O4 -3.35098 0.09440 2.25501  -0.2029
O5 4.76571 -2.99595 -1.63211  -0.0762
O6 -1.17902 5.29574 -5.19167  -0.1934
H12 4.93057 -0.81319 -4.97446  0.0868
H13 3.45011 -2.09099 5.12132  0.1250
H14 -1.08194 3.04333 -3.53065  0.1368
H15 6.43920 -1.89358 -4.28004  0.1251
H16 -5.15258 -1.06788 -1.78125  0.0794
H17 1.49823 0.05697 1.88548  0.1545
H18 -1.00733 4.33343 -1.24110  0.0766
C4 -4.24895 -0.43738 0.07243  -0.4518
H19 3.00942 -1.49479 8.71532  0.0908
C5 2.38181 -1.95419 7.00752  -0.2600
C6 -2.44326 4.62341 -5.40563  -0.0819
H20 4.31571 -1.26313 6.42148  0.1159
C7 3.34073 -1.39372 5.95195  -0.3089
H21 0.21271 3.91522 -5.45630  0.1253
H22 0.30525 5.29989 -1.94386  0.0784
C8 -0.31906 3.80301 -3.36030  -0.4773
H23 -2.61826 0.92646 3.98393  0.0812
H24 6.30331 -3.71829 -2.73452  0.1198
H25 -6.22154 -0.36865 -0.84515  0.0785
H26 1.21121 0.45059 0.28372  0.1542
H27 -3.40154 -1.66389 -1.15132  0.0560
C9 5.40445 -3.12620 -2.90649  -0.2461
H28 2.70987 -2.96903 7.23239  0.1186
O7 -1.89129 -5.52987 2.56636  -0.1056
C10 -0.59356 4.72617 -2.16989  -0.0495
H29 4.76431 -3.71506 -3.56342  0.1243
O8 0.04588 -5.23597 1.67555  -0.1017
H30 -5.36283 0.42948 1.77532  0.1239
H31 0.26772 -0.64418 1.02601  0.1531
C11 -0.10456 4.56501 -4.64068  -0.2266
O9 4.54784 -1.36094 -4.28520  -0.0498
N3 0.90344 3.14894 -3.02168  0.0197
H32 -2.35517 3.82707 -6.14469  0.0823
H33 -4.93700 -1.18336 2.02003  0.1284
H34 5.86130 -1.11666 -2.74190  0.1213
N4 -3.18338 -1.35811 -0.21376  0.0331
H35 -3.32093 -2.22718 0.28213  0.0875
H36 0.65102 5.34309 -4.53201  0.1345
H37 1.20034 2.60769 -3.82106  0.0716
C12 5.63269 -1.80961 -3.55162  -0.2888
H38 -4.07577 0.57886 -0.28165  0.1361

Results
* LUMO level: -1.4 eV
* HOMO-LUMO gap: 4.5490 eV
* HOMO: -5.963 eV
* energy relative to the best compared isomer or geometry (same formula, charge and spin): 262.4 kcal/mol